{"formula": "C5H8N2", "method": "wB97M-V/def2-TZVPD", "symbols": ["C", "N", "C", "C", "C", "C", "N", "H", "H", "H", "H", "H", "H", "H", "H"], "positions_angstrom": [[0.151, 1.054, -1.580], [-0.104, -0.037, -0.659], [-0.726, -1.205, -0.910], [-0.482, -2.236, 0.028], [0.132, 0.674, 1.604], [0.377, -1.538, 0.846], [0.622, -0.194, 0.507], [1.153, 0.984, -2.018], [0.041, 2.022, -1.083], [-0.586, 0.984, -2.384], [-1.347, -1.230, -1.804], [0.223, 0.133, 2.550], [-0.937, 0.854, 1.442], [0.686, 1.608, 1.675], [0.889, -1.838, 1.759]], "forces_ev_per_angstrom": [[-0.07, 0.09, 0.01], [-0.25, -0.24, 0.03], [-0.02, 0.12, -0.28], [0.29, 0.22, -0.13], [0.05, 0.29, 0.13], [0.05, -0.26, 0.15], [-0.25, -0.28, 0.09], [-0.15, -0.04, 0.17], [0.00, -0.13, 0.00], [0.10, 0.03, 0.17], [0.21, -0.06, 0.03], [0.18, 0.19, -0.23], [0.16, 0.09, 0.10], [-0.06, 0.04, -0.12], [-0.25, -0.06, -0.11]], "smiles": "CN1C=C=CN1C", "homo_ev": -7.5, "max_force_ev_per_a": 0.4, "orbital_gap_ha": 0.2929, "relative_energy_kj_mol": 392.39, "energy_ev": -8290.929}